Formula: C40H44CrN2O5S3Sb2
Source: the Open Molecules 2025 dataset
Level of theory: ωB97M-V/def2-TZVPD

Geometry as XYZ:
```
97
Properties=species:S:1:pos:R:3
Cr -0.0546 -1.1790 0.2398
O -0.5761 0.4040 4.1259
S 0.3700 -0.3039 3.3052
O 1.2912 0.4750 2.5112
N -0.3518 -1.2901 2.2556
C -1.3163 -2.2016 2.6610
C -1.7701 -2.4443 3.9409
C -2.7399 -3.4382 4.1798
C -3.2618 -4.1985 3.1714
C -2.8249 -3.9767 1.8468
C -3.2791 -4.7229 0.7374
C -2.7905 -4.4593 -0.5124
C -1.8605 -3.4224 -0.6739
N -1.4300 -2.6953 0.3377
C -1.8717 -2.9697 1.6021
C 1.2859 -1.3649 4.3914
C 1.5303 -0.9274 5.6856
C 2.2699 -1.7296 6.5402
C 2.7447 -2.9600 6.1036
C 2.4820 -3.3932 4.8108
C 1.7499 -2.5943 3.9457
H -1.3966 -1.8657 4.7731
H -3.0672 -3.5970 5.1991
H -3.9965 -4.9684 3.3670
H -4.0075 -5.5092 0.8944
H -3.1059 -5.0236 -1.3777
H -1.4630 -3.1841 -1.6520
H 1.1361 0.0253 6.0153
H 2.4686 -1.3979 7.5504
H 3.3145 -3.5872 6.7766
H 2.8412 -4.3585 4.4783
H 1.5277 -2.9242 2.9373
S -0.2720 -0.8952 -2.1631
Sb 1.1880 0.8695 -2.5667
C 1.2217 2.5889 -1.3323
C 0.9207 3.7870 -1.9823
C 1.0818 4.9973 -1.3236
C 1.5450 5.0197 -0.0154
C 1.8277 3.8282 0.6368
C 1.6740 2.6116 -0.0157
C 0.4447 1.5916 -4.3922
C 1.3114 2.1664 -5.3150
C 0.8115 2.6778 -6.5043
C -0.5498 2.6196 -6.7670
C -1.4158 2.0450 -5.8457
C -0.9205 1.5276 -4.6575
C 3.1868 0.4093 -2.9592
C 3.5136 -0.5121 -3.9447
C 4.8465 -0.7778 -4.2143
C 5.8429 -0.1215 -3.5046
C 5.5120 0.8043 -2.5250
C 4.1791 1.0761 -2.2498
H 0.5672 3.7906 -3.0070
H 0.8475 5.9205 -1.8376
H 1.6766 5.9642 0.4966
H 2.1667 3.8315 1.6646
H 1.8826 1.7009 0.5232
H 2.3765 2.2131 -5.1165
H 1.4870 3.1196 -7.2252
H -0.9372 3.0193 -7.6951
H -2.4765 1.9942 -6.0552
H -1.5956 1.0598 -3.9497
H 2.7399 -1.0440 -4.4856
H 5.1082 -1.5028 -4.9734
H 6.8829 -0.3324 -3.7180
H 6.2908 1.3182 -1.9762
H 3.9233 1.7977 -1.4834
C 3.8033 -1.5297 1.1799
S 2.5861 -1.6634 -0.0809
O 3.2221 -2.0505 -1.2947
O 1.5005 -2.5758 0.3862
O 1.8728 -0.3365 -0.1266
H 4.1950 -2.5269 1.3727
H 3.3475 -1.1005 2.0695
H 4.5914 -0.8882 0.7894
C -1.8580 3.4946 0.4656
C -2.3214 2.4562 -0.5470
Sb -2.2097 0.4692 0.2332
C -3.1764 0.7073 2.1216
C -4.5655 1.3281 2.0257
C -3.7353 -0.5695 -0.8591
C -4.7293 0.3225 -1.5937
H -2.0286 4.5025 0.0847
H -0.7949 3.3916 0.6783
H -2.3928 3.4058 1.4130
H -1.7297 2.5024 -1.4613
H -3.3648 2.6075 -0.8306
H -2.5042 1.2805 2.7605
H -3.2238 -0.2920 2.5597
H -4.5556 2.2879 1.5041
H -4.9743 1.5064 3.0215
H -5.2618 0.6712 1.5009
H -4.2373 -1.2040 -0.1239
H -3.2243 -1.2279 -1.5608
H -5.2280 1.0262 -0.9258
H -5.5031 -0.2794 -2.0732
H -4.2371 0.9034 -2.3765
```

For the LUMO energy (spin up / spin down), the calculation gives -2.95 / -3.03 eV. The energy relative to the best compared isomer or geometry (same formula, charge and spin) comes out at 0.00 kcal/mol. The spin multiplicity is 4. The total charge is +1. As for the largest force on an atom: 0.51 eV Å⁻¹.

=====

Formula: C40H44Ge2N5Sr
Source: the Open Molecules 2025 dataset
Level of theory: ωB97M-V/def2-TZVPD

Geometry as XYZ:
```
92
Properties=species:S:1:pos:R:3
Sr -1.1001 0.6271 -1.1799
C 2.5182 1.4658 -0.8650
N 1.0708 1.5348 -0.7517
C 0.5059 2.0409 0.3699
C -0.8940 2.4592 0.4512
C -1.7822 2.5271 1.5274
C -3.0280 2.9820 1.0630
C -2.9915 3.1899 -0.2864
N -1.7078 2.8536 -0.7179
C 3.2839 2.1564 0.2344
C 3.8937 1.4279 1.2475
C 4.5146 2.0722 2.3104
C 4.5204 3.4569 2.3757
C 3.9181 4.1951 1.3644
C 3.3086 3.5478 0.3029
H 2.8003 1.9024 -1.8302
H 2.8170 0.4122 -0.9045
H 1.0389 2.1750 1.3021
H -1.5008 2.2761 2.5355
H -3.8950 3.1575 1.6803
H -3.7140 3.5603 -0.9927
H 3.8837 0.3438 1.2066
H 4.9882 1.4892 3.0898
H 4.9945 3.9601 3.2082
H 3.9262 5.2771 1.4061
H 2.8439 4.1260 -0.4897
C -1.0751 3.1474 -2.0570
C -0.7720 4.6000 -2.2345
C -0.1653 5.3065 -1.1988
C 0.1263 6.6483 -1.3513
C -0.1893 7.2961 -2.5451
C -0.7963 6.5953 -3.5840
C -1.0847 5.2512 -3.4205
C 0.1147 8.6879 -2.7048
N 0.3579 9.8033 -2.8329
H -1.7356 2.7912 -2.8764
H -0.1164 2.5623 -2.0718
H 0.0720 4.8010 -0.2696
H 0.5976 7.2007 -0.5500
H -1.0443 7.1047 -4.5044
H -1.5617 4.7121 -4.2301
C 2.8519 -2.8137 0.6477
Ge 1.0748 -3.6609 0.8128
C 0.6027 -3.4931 2.7235
C 1.3947 -5.6141 0.6540
Ge -0.4197 -2.4636 -0.7404
C -2.1405 -3.5098 -0.6250
C -2.3092 -4.7174 0.0548
C -3.5284 -5.3845 0.0768
C -4.6252 -4.8587 -0.5891
C -4.4936 -3.6521 -1.2639
C -3.2709 -2.9962 -1.2653
C 0.2673 -3.0579 -2.5352
C 0.2822 -2.1528 -3.5949
C 0.7354 -2.4858 -4.8653
C 1.2051 -3.7674 -5.1093
C 1.2058 -4.6945 -4.0760
C 0.7441 -4.3405 -2.8161
H 3.4350 -2.9678 1.5574
H 2.7396 -1.7402 0.4847
H 3.4112 -3.2249 -0.1935
H 1.3583 -4.0167 3.3128
H -0.3674 -3.9427 2.9435
H 0.5750 -2.4518 3.0453
H 2.1459 -5.8716 1.4045
H 1.7827 -5.9190 -0.3167
H 0.5019 -6.2057 0.8576
H -1.4711 -5.1586 0.5825
H -3.6190 -6.3212 0.6135
H -5.5725 -5.3824 -0.5834
H -5.3428 -3.2262 -1.7845
H -3.2010 -2.0483 -1.8006
H -0.0755 -1.1314 -3.4439
H 0.7224 -1.7503 -5.6606
H 1.5660 -4.0416 -6.0923
H 1.5642 -5.7014 -4.2534
H 0.7391 -5.0939 -2.0387
C -3.1521 -2.2668 3.8521
C -2.0187 -1.3731 3.4900
C -1.1471 -0.6236 4.2511
C -0.2240 -0.0723 3.3369
N -0.5241 -0.4343 2.0958
N -1.6054 -1.2226 2.2174
C 0.9517 0.7935 3.6457
H -3.5698 -1.9828 4.8159
H -2.8214 -3.3048 3.9201
H -3.9483 -2.2226 3.1080
H -1.1564 -0.5232 5.3234
H -1.9783 -1.6821 1.3971
H 1.3919 0.5086 4.6015
H 0.6762 1.8493 3.7175
H 1.7164 0.6910 2.8780
```

For the LUMO energy (spin up / spin down), the calculation gives -0.63 / -0.78 eV. The energy relative to the best compared isomer or geometry (same formula, charge and spin) comes out at 64.76 kcal/mol. The spin multiplicity is 2. As for the largest force on an atom: 3.64 eV Å⁻¹.

=====

Formula: C40H44N7O3W
Source: the Open Molecules 2025 dataset
Level of theory: ωB97M-V/def2-TZVPD

Geometry as XYZ:
```
95
Properties=species:S:1:pos:R:3
W 0.7098 -0.9141 -1.1896
O 0.5492 -2.3573 -2.5124
C 0.9708 -3.6128 -2.6765
C 0.5769 -4.2895 -3.8365
C 0.9841 -5.5910 -4.0491
C 1.7898 -6.2581 -3.1263
C 2.1883 -5.5951 -1.9876
C 1.7887 -4.2718 -1.7435
C 2.2826 -3.6219 -0.5551
N 2.0159 -2.4061 -0.2192
N 2.6601 -1.9688 0.9441
C 2.5469 -0.6831 1.0194
O 1.9639 0.0212 0.0718
C 3.0185 0.0672 2.2006
C 3.7354 -0.5810 3.2047
C 4.1319 0.1222 4.3282
C 3.8073 1.4665 4.4581
C 3.0883 2.1118 3.4623
C 2.6960 1.4168 2.3289
H -0.0432 -3.7732 -4.5565
H 0.6742 -6.1009 -4.9523
H 2.0987 -7.2768 -3.3099
H 2.8245 -6.0873 -1.2628
H 2.9557 -4.1777 0.0933
H 3.9790 -1.6290 3.0967
H 4.6942 -0.3768 5.1060
H 4.1163 2.0123 5.3399
H 2.8262 3.1559 3.5658
H 2.1313 1.9134 1.5518
C -2.8273 -1.6852 -0.8007
N -1.9667 -1.0962 -1.8357
C -2.0932 -1.9237 -3.0498
C -2.3398 0.2683 -2.1608
C -3.6509 0.5823 -2.4947
C -3.9894 1.8432 -2.9507
C -2.9817 2.7818 -3.1209
C -1.6734 2.4848 -2.7865
C -1.3291 1.2336 -2.2549
N -0.0305 0.8690 -1.8862
C 1.0406 1.7957 -1.9652
C 1.0023 3.0962 -1.4686
C 2.1466 3.8800 -1.4838
C 3.3423 3.3710 -1.9652
C 3.4074 2.0556 -2.4058
C 2.2665 1.2764 -2.3951
N 2.2505 -0.1486 -2.7281
C 3.5601 -0.8055 -2.5687
C 1.7986 -0.3095 -4.1359
H -3.8334 -1.8856 -1.1827
H -2.9148 -1.0168 0.0520
H -2.4000 -2.6342 -0.4756
H -3.1319 -1.9425 -3.3953
H -1.7719 -2.9400 -2.8309
H -1.4622 -1.5204 -3.8383
H -4.4143 -0.1810 -2.4151
H -5.0133 2.0814 -3.2021
H -3.2142 3.7587 -3.5235
H -0.9132 3.2290 -2.9596
H 0.0899 3.4817 -1.0357
H 2.1043 4.8879 -1.0935
H 4.2342 3.9818 -1.9709
H 4.3538 1.6481 -2.7321
H 4.2799 -0.4347 -3.3018
H 3.4265 -1.8746 -2.7325
H 3.9388 -0.6310 -1.5636
H 2.4897 0.2167 -4.7977
H 0.8006 0.1115 -4.2394
H 1.7775 -1.3671 -4.3865
C -2.3910 3.9701 5.0052
C -3.1099 3.6276 3.7119
N -2.9028 2.2355 3.2984
C -4.0149 1.3063 3.4562
C -4.3480 0.9899 4.9039
C -1.7124 1.9386 2.7426
O -0.8521 2.7751 2.5064
C -1.4001 0.5112 2.3742
C -1.4114 -0.5518 3.2655
C -0.9499 -1.7940 2.8563
C -0.4684 -1.9341 1.5694
N -0.4497 -0.9064 0.7053
C -0.9135 0.2882 1.0991
H -2.5432 5.0211 5.2513
H -1.3201 3.8045 4.8975
H -2.7556 3.3713 5.8398
H -2.7588 4.2738 2.9069
H -4.1871 3.7706 3.8072
H -3.7959 0.4003 2.8933
H -4.8864 1.7567 2.9713
H -3.4900 0.5824 5.4399
H -5.1571 0.2615 4.9512
H -4.6741 1.8822 5.4380
H -1.7625 -0.4108 4.2795
H -0.9353 -2.6414 3.5254
H -0.0742 -2.8755 1.2135
H -0.8559 1.0937 0.3787
```

For the LUMO energy (spin up / spin down), the calculation gives -2.71 / -3.14 eV. The energy relative to the best compared isomer or geometry (same formula, charge and spin) comes out at 0.00 kcal/mol. The spin multiplicity is 3. The total charge is +1. As for the largest force on an atom: 0.48 eV Å⁻¹.

=====

Formula: C40H45MoN7P
Source: the Open Molecules 2025 dataset
Level of theory: ωB97M-V/def2-TZVPD

Geometry as XYZ:
```
94
Properties=species:S:1:pos:R:3
Mo -0.2135 -0.9970 -0.3094
C -2.1924 -0.3459 3.0227
C -2.6431 0.9343 2.3238
C -1.9943 1.2182 0.9692
N -1.9549 0.0856 0.0470
C -3.0643 -0.2947 -0.5754
C -4.2945 0.3895 -0.4380
C -5.5702 0.0304 -0.8050
C -6.0312 -1.1395 -1.4051
C -5.2442 -2.1526 -1.8962
C -3.8553 -2.2412 -1.9863
C -2.8464 -1.3960 -1.5234
N -1.5358 -1.5754 -1.8115
C -1.1698 -2.5555 -2.8320
C -0.8637 -3.9267 -2.2452
C 0.3941 -3.8742 -1.3921
N 0.2677 -3.0497 -0.1874
C 0.4389 -3.6094 1.0244
C 0.3619 -4.9877 1.2483
C 0.6489 -5.7653 2.3655
C 1.1310 -5.3934 3.5995
C 1.3574 -4.0865 4.0138
C 1.1060 -2.8929 3.3740
C 0.6108 -2.6043 2.0816
N 0.3300 -1.3697 1.6805
C 0.3664 -0.2678 2.6456
C -0.7950 -0.3026 3.6402
H -2.2578 -1.1931 2.3288
H -2.9079 -0.5609 3.8188
H -2.4156 1.7935 2.9641
H -3.7295 0.9172 2.2188
H -0.9604 1.5209 1.1059
H -2.4854 2.0695 0.4853
H -4.2313 1.3363 0.0775
H -6.3341 0.7529 -0.5422
H -7.1029 -1.2541 -1.5015
H -5.7741 -2.9980 -2.3197
H -3.5092 -3.1244 -2.5018
H -0.2723 -2.1835 -3.3347
H -1.9511 -2.6022 -3.5922
H -0.6912 -4.6288 -3.0642
H -1.7113 -4.2992 -1.6630
H 1.1902 -3.4233 -1.9930
H 0.7294 -4.8795 -1.1444
H 0.0040 -5.5617 0.4061
H 0.4869 -6.8273 2.2226
H 1.3400 -6.1809 4.3102
H 1.7621 -3.9786 5.0141
H 1.3391 -2.0246 3.9704
H 0.3638 0.6565 2.0740
H 1.3237 -0.2606 3.1758
H -0.7029 0.5766 4.2861
H -0.6893 -1.1721 4.2915
N 3.2604 -1.8139 -0.5264
N 2.6019 -1.5938 -1.7806
H 4.2687 -1.8990 -0.6455
H 2.9194 -2.6907 -0.1454
H 3.0876 -2.0787 -2.5340
H 2.6131 -0.5982 -1.9775
N 0.8431 0.5771 -0.4142
P 1.2967 2.0571 -0.6211
C 1.6197 2.9971 0.9010
C 2.9086 3.1683 1.3997
C 3.1189 3.8042 2.6162
C 2.0469 4.2842 3.3490
C 0.7562 4.1336 2.8580
C 0.5469 3.4965 1.6471
C 0.0647 3.0179 -1.5351
C -0.0062 4.4085 -1.4670
C -0.9633 5.0956 -2.1998
C -1.8544 4.3995 -3.0038
C -1.7804 3.0157 -3.0873
C -0.8227 2.3272 -2.3594
C 2.8354 2.1567 -1.5649
C 2.9736 3.0164 -2.6514
C 4.1696 3.0638 -3.3557
C 5.2324 2.2595 -2.9780
C 5.1018 1.3975 -1.8957
C 3.9088 1.3414 -1.1955
H 3.7653 2.8180 0.8408
H 4.1279 3.9279 2.9855
H 2.2137 4.7857 4.2920
H -0.0867 4.5225 3.4127
H -0.4647 3.4222 1.2700
H 0.6874 4.9601 -0.8477
H -1.0116 6.1741 -2.1431
H -2.6019 4.9362 -3.5717
H -2.4675 2.4725 -3.7222
H -0.7724 1.2435 -2.4169
H 2.1488 3.6446 -2.9578
H 4.2674 3.7307 -4.2011
H 6.1624 2.2992 -3.5281
H 5.9321 0.7697 -1.6009
H 3.7949 0.6493 -0.3666
```

For the LUMO energy (spin up / spin down), the calculation gives -2.63 / -2.71 eV. The spin multiplicity is 3. The total charge is +1. As for the largest force on an atom: 0.58 eV Å⁻¹.

=====

Formula: C40H45N2O7RuS2SiTe
Source: the Open Molecules 2025 dataset
Level of theory: ωB97M-V/def2-TZVPD

Geometry as XYZ:
```
99
Properties=species:S:1:pos:R:3
Ru 0.1392 0.0251 -0.2938
N 1.7628 -1.7894 -0.7650
C 1.8757 -2.6716 0.3829
C 1.6086 -1.9829 1.7486
O 2.0872 -2.5167 2.7588
N 0.8470 -0.9105 1.6964
C 0.4750 -0.2653 2.9336
C 0.1444 1.2345 2.7419
O 0.1308 1.9794 3.7195
O -0.1358 1.6033 1.5581
H 1.4747 -2.2641 -1.6157
H 2.6164 -1.2720 -0.9718
H 2.8580 -3.1648 0.4582
H 1.1213 -3.4620 0.2969
H 1.2656 -0.3704 3.6901
H -0.4416 -0.7273 3.3388
C -0.4237 4.3115 0.6611
S -1.5480 2.9790 0.0764
C -2.5039 4.1463 -1.0447
O -0.7960 2.2046 -0.9261
H 0.3205 4.4647 -0.1162
H 0.0657 3.9440 1.5568
H -0.9941 5.2091 0.8703
H -3.0827 4.8554 -0.4609
H -3.1607 3.5406 -1.6589
H -1.7887 4.6533 -1.6804
C 8.2777 3.6999 0.7993
C 6.8731 3.2568 0.4943
C 6.2571 3.5841 -0.7044
C 4.9540 3.1983 -0.9718
C 4.3206 3.5536 -2.2802
C 4.2210 2.4726 -0.0214
Te 2.1442 2.0094 -0.4242
C 4.8490 2.1052 1.1753
C 4.1203 1.3151 2.2191
C 6.1558 2.5047 1.4140
H 8.6913 4.2766 -0.0279
H 8.9220 2.8371 0.9774
H 8.2922 4.3197 1.6978
H 6.8021 4.1597 -1.4451
H 5.0233 4.0677 -2.9364
H 3.4497 4.1881 -2.1051
H 3.9536 2.6501 -2.7679
H 3.3639 0.6757 1.7626
H 3.5994 1.9846 2.9045
H 4.8086 0.6942 2.7912
H 6.6277 2.2316 2.3494
C -5.0234 0.5219 -3.5716
C -4.8612 1.2007 -2.3709
C -3.9972 0.7202 -1.4086
C -3.2495 -0.4451 -1.6066
C -3.4227 -1.1017 -2.8273
C -4.2891 -0.6335 -3.7940
Si -2.0197 -1.0176 -0.2424
C -3.2679 -0.8427 1.2415
C -3.1424 0.2161 2.1374
C -4.0462 0.4108 3.1686
C -5.1121 -0.4582 3.3331
C -5.2635 -1.5138 2.4471
C -4.3538 -1.6946 1.4189
C -1.7643 -2.8926 -0.5500
C -2.0075 -3.8751 0.4107
C -1.7307 -5.2077 0.1747
C -1.1962 -5.6059 -1.0420
C -0.8960 -4.6404 -1.9954
C -1.1533 -3.3087 -1.7386
H -5.7075 0.8960 -4.3245
H -5.4262 2.1086 -2.1889
H -3.8926 1.2522 -0.4717
H -2.8805 -2.0130 -3.0095
H -4.4048 -1.1722 -4.7293
H -2.3161 0.9002 2.0196
H -3.9109 1.2448 3.8475
H -5.8250 -0.3056 4.1375
H -6.1021 -2.1929 2.5632
H -4.4973 -2.5131 0.7282
H -2.4189 -3.5804 1.3646
H -1.9216 -5.9454 0.9467
H -1.0012 -6.6531 -1.2415
H -0.4406 -4.9351 -2.9350
H -0.8647 -2.5577 -2.4616
C -0.8695 0.7022 -8.9153
C -0.3179 0.6171 -7.5197
C -0.9676 1.2831 -6.4731
C -0.4346 1.2788 -5.2062
C 0.7598 0.6162 -4.9463
C 1.4088 -0.0654 -5.9697
C 0.8706 -0.0615 -7.2433
S 1.1973 0.6746 -3.2181
O 2.5377 0.1394 -3.0250
O 1.1077 2.1021 -2.9237
O 0.1475 -0.1700 -2.6308
H -1.9465 0.8610 -8.8928
H -0.6575 -0.2002 -9.4867
H -0.4223 1.5474 -9.4455
H -1.8951 1.8064 -6.6685
H -0.9096 1.7855 -4.3796
H 2.3319 -0.5849 -5.7565
H 1.3775 -0.5886 -8.0444
```

For the LUMO energy (spin up / spin down), the calculation gives 3.90 / 3.90 eV. The spin multiplicity is 2. The total charge is -2. As for the largest force on an atom: 3.37 eV Å⁻¹.